Here is the molecule CH3O4P at a distorted geometry from OMol25. Energies are from the ωB97M-V functional and the def2-TZVPD basis.

SMILES ... O=POC(O)O
ΔE to the lowest compared entry with this formula, charge and spin ... 33.7 kcal/mol
Multiplicity ... 1

Geometry (Å):
1 P -2.04 1.01 -0.57
2 O -3.18 0.18 -0.72
3 O 0.95 0.83 1.06
4 O -0.75 0.02 -0.32
5 O 1.15 -1.14 0.07
6 C 0.66 0.12 -0.15
7 H 1.53 0.19 1.54
8 H 1.17 0.59 -0.94
9 H 0.50 -1.79 0.02

---

Here is C28H56O16Zr2 as an isolated structure at a distorted geometry from OMol25. Energies are from the ωB97M-V functional and the def2-TZVPD basis.

E ... -65225.2272 eV
Multiplicity ... 1
Total charge ... +4

Geometry (Å):
1 Zr -29.56 -14.81 3.57
2 Zr -28.61 -10.64 2.24
3 O -28.59 -16.09 5.33
4 O -29.56 -10.45 4.32
5 O -23.95 -18.00 -3.19
6 O -27.44 -8.90 3.06
7 O -28.72 -18.80 1.85
8 O -26.79 -11.70 2.38
9 O -23.10 -16.29 1.65
10 O -27.64 -14.82 2.74
11 O -24.30 -15.81 -2.84
12 O -28.13 -11.98 -1.93
13 O -29.48 -17.17 3.18
14 O -25.79 -7.46 3.54
15 O -28.66 -11.03 0.07
16 O -21.04 -16.92 2.23
17 O -28.87 -13.32 4.95
18 O -26.90 -16.43 6.79
19 C -25.97 -12.73 -2.63
20 C -28.95 -17.32 7.39
21 C -28.12 -16.54 6.38
22 C -29.48 -18.35 2.81
23 C -27.83 -17.85 1.21
24 C -24.53 -15.99 6.48
25 C -23.57 -16.52 -4.98
26 C -28.83 -11.22 -1.18
27 C -25.92 -16.00 5.82
28 C -28.67 -12.35 5.93
29 C -22.45 -18.51 1.10
30 C -27.05 -7.81 3.53
31 C -22.92 -14.88 1.78
32 C -24.65 -9.53 4.10
33 C -24.76 -8.39 3.12
34 C -28.62 -10.90 5.32
35 C -23.99 -16.86 -3.59
36 C -29.99 -10.60 -1.90
37 C -30.21 -19.43 3.54
38 C -22.08 -17.16 1.69
39 C -26.62 -14.21 1.95
40 C -26.45 -17.81 1.83
41 C -27.91 -6.83 4.25
42 C -26.00 -12.88 2.46
43 C -26.90 -12.59 -1.44
44 C -26.40 -16.08 -1.79
45 C -22.61 -14.36 3.19
46 C -24.89 -16.00 -1.55
47 H -27.75 -12.51 6.50
48 H -22.52 -13.28 3.24
49 H -25.03 -8.71 2.11
50 H -24.62 -15.14 -0.94
51 H -29.89 -20.44 3.29
52 H -28.66 -10.15 6.10
53 H -24.07 -16.97 6.54
54 H -25.50 -11.76 -2.85
55 H -24.54 -16.84 -0.95
56 H -21.55 -19.11 1.09
57 H -22.95 -15.63 -4.97
58 H -23.33 -18.95 1.56
59 H -26.07 -15.00 5.41
60 H -27.71 -7.11 5.29
61 H -26.13 -18.80 2.17
62 H -26.28 -13.03 -3.63
63 H -27.65 -10.79 4.81
64 H -29.99 -17.43 7.12
65 H -25.82 -17.21 1.17
66 H -23.18 -17.37 -5.54
67 H -26.61 -17.12 -2.06
68 H -27.12 -13.57 -1.01
69 H -22.80 -18.37 0.07
70 H -31.29 -19.37 3.39
71 H -24.49 -16.18 -5.47
72 H -27.04 -15.85 -0.92
73 H -23.42 -14.76 3.80
74 H -25.93 -16.54 4.87
75 H -25.85 -14.85 1.51
76 H -27.64 -18.35 0.26
77 H -25.84 -12.99 3.54
78 H -27.18 -14.01 1.03
79 H -30.06 -19.36 4.62
80 H -30.33 -9.82 -1.21
81 H -23.95 -15.24 5.96
82 H -26.34 -12.01 -0.71
83 H -28.97 -6.86 4.05
84 H -27.43 -5.86 4.18
85 H -26.45 -17.21 2.75
86 H -24.57 -15.49 7.45
87 H -29.59 -10.22 -2.83
88 H -21.62 -14.75 3.40
89 H -25.58 -10.09 4.15
90 H -28.48 -18.29 7.57
91 H -29.52 -12.43 6.61
92 H -28.74 -16.77 8.31
93 H -23.81 -14.39 1.36
94 H -30.70 -11.43 -1.99
95 H -24.99 -12.72 2.09
96 H -23.85 -7.81 3.04
97 H -28.31 -16.90 0.99
98 H -23.85 -10.19 3.77
99 H -22.12 -14.55 1.11
100 H -26.76 -15.39 -2.55
101 H -25.15 -13.40 -2.37
102 H -24.34 -9.11 5.06

---

Here is a 2-piece molecular cluster, C5H10O2 overall at a distorted geometry from OMol25. Energies are from the ωB97M-V functional and the def2-TZVPD basis.

SMILES ... C=CCO.CC=O
ΔE to the lowest compared entry with this formula, charge and spin ... 67.3 kcal/mol
Multiplicity ... 1

Geometry (Å):
1 O -2.57 -0.03 -1.73
2 O 0.81 1.10 -0.94
3 C 1.28 0.12 -0.42
4 C -1.88 0.40 -0.57
5 C -0.50 -0.62 1.28
6 C 2.38 0.35 0.58
7 C -1.23 -0.74 0.17
8 H 2.88 -0.57 0.83
9 H -2.60 0.91 0.06
10 H 2.01 0.85 1.48
11 H 1.11 -0.91 -0.78
12 H -1.31 -1.72 -0.32
13 H 3.06 1.04 0.08
14 H -1.11 1.13 -0.84
15 H -1.91 -0.17 -2.42
16 H -0.40 0.33 1.80
17 H -0.01 -1.48 1.74